Here is an isolated molecule of C15H23N3O4 from the Open Molecules 2025 dataset. Energies are from ωB97M-V/def2-TZVPD.

* HOMO energy: -8.57 eV
* orbital gap: 7.1 eV
* calculated total energy: -1050.3605 Ha

Each atom is followed by the atoms it is bonded to, with distances in Å.
Geometry (Å):
1 C -1.956 3.349 1.113  C2 1.393, H23 1.097, H24 1.095
2 C -0.799 3.236 1.881  C1 1.393, C3 1.556, H25 1.096
3 C 0.248 2.128 1.572  C2 1.556, C4 1.511, H26 1.100, H27 1.096
4 C -0.324 1.193 0.532  C3 1.511, N5 1.322, C19 1.396
5 N -1.275 0.348 0.889  C4 1.322, N6 1.306, H28 1.016
6 N -1.874 -0.560 0.165  N5 1.306, C7 1.295
7 C -1.466 -0.636 -1.062  N6 1.295, C8 1.534, C15 1.421
8 C -2.102 -1.727 -1.932  C7 1.534, O9 1.419, H29 1.096, H30 1.095
9 O -1.868 -2.958 -1.266  C8 1.419, C10 1.419
10 C -0.537 -3.412 -1.454  O9 1.419, C11 1.538, H31 1.101, H32 1.102
11 C 0.380 -3.196 -0.238  C10 1.538, O12 1.415, H33 1.110, H34 1.099
12 O -0.261 -3.442 0.999  C11 1.415, C13 1.410
13 C 0.619 -3.873 2.014  O12 1.410, C14 1.534, H35 1.101, H36 1.100
14 C 0.990 -2.784 3.029  C13 1.534, H37 1.099, H38 1.102, H39 1.097
15 C -0.478 0.210 -1.632  C7 1.421, C16 1.518, C19 1.395
16 C -0.058 0.056 -3.083  C15 1.518, O17 1.245, O18 1.240
17 O -0.785 0.575 -3.950  C16 1.245
18 O 0.972 -0.608 -3.276  C16 1.240
19 C 0.112 1.157 -0.794  C4 1.396, C15 1.395, C20 1.522
20 C 1.207 2.051 -1.357  C19 1.522, C21 1.547, H40 1.098, H41 1.097
21 C 1.112 3.551 -0.990  C20 1.547, N22 1.492, H42 1.096, H43 1.096
22 N 2.374 4.009 -0.340  C21 1.492, H44 1.012, H45 1.013
23 H -1.924 3.778 0.103  C1 1.097
24 H -2.928 2.969 1.444  C1 1.095
25 H -0.615 3.933 2.706  C2 1.096
26 H 0.353 1.555 2.506  C3 1.100
27 H 1.229 2.524 1.290  C3 1.096
28 H -1.583 0.414 1.855  N5 1.016
29 H -1.672 -1.716 -2.940  C8 1.096
30 H -3.182 -1.572 -2.026  C8 1.095
31 H -0.542 -4.490 -1.674  C10 1.101
32 H -0.047 -2.913 -2.305  C10 1.102
33 H 0.686 -2.130 -0.246  C11 1.110
34 H 1.302 -3.775 -0.397  C11 1.099
35 H 0.112 -4.675 2.573  C13 1.101
36 H 1.554 -4.320 1.642  C13 1.100
37 H 1.722 -2.059 2.647  C14 1.099
38 H 1.493 -3.282 3.873  C14 1.102
39 H 0.118 -2.279 3.464  C14 1.097
40 H 2.180 1.598 -1.126  C20 1.098
41 H 1.111 1.989 -2.449  C20 1.097
42 H 1.009 4.176 -1.884  C21 1.096
43 H 0.282 3.793 -0.315  C21 1.096
44 H 2.932 3.224 -0.028  N22 1.012
45 H 2.179 4.592 0.465  N22 1.013